The following is a DFT calculation (wB97M-V/def2-TZVPD) of a molecular structure, C18H43F6FeNO6S2Si2.

Positions of all 79 atoms, in Å:
1 O -1.25986 -2.66876 -3.39390
2 O -2.52555 -0.73520 -4.59667
3 C 0.12954 -2.98908 -3.31141
4 C 0.65427 -3.61138 -2.03510
5 H 0.67281 -2.05891 -3.51887
6 H 0.31598 -3.66165 -4.16084
7 H 0.68720 -2.88848 -1.20935
8 H 1.68385 -3.93337 -2.21904
9 H 0.07640 -4.49890 -1.75725
10 C -1.99704 -2.53920 -2.16106
11 C -3.36100 -3.13758 -2.35623
12 H -2.05556 -1.46992 -1.90809
13 H -1.48010 -3.03750 -1.32778
14 H -3.87972 -2.66920 -3.19769
15 H -3.95975 -3.00537 -1.44843
16 H -3.25525 -4.21034 -2.54923
17 C -3.63484 0.18654 -4.70227
18 C -2.32525 -1.47753 -5.82789
19 C -4.39097 0.21860 -3.40757
20 H -4.29365 -0.14409 -5.52042
21 H -3.22530 1.17040 -4.96086
22 H -4.89598 -0.73374 -3.22709
23 H -5.15684 0.99479 -3.46563
24 H -3.75664 0.43874 -2.54900
25 C -3.35606 -2.55755 -5.98079
26 H -1.31502 -1.89183 -5.77236
27 H -2.36711 -0.76551 -6.66811
28 H -3.25197 -3.29388 -5.18009
29 H -3.19930 -3.05764 -6.93888
30 H -4.36778 -2.14359 -5.97352
31 H -1.27022 -0.51524 -3.65634
32 Fe 0.61866 1.64388 -1.69057
33 C -0.50379 0.31677 -3.13418
34 Si 0.37986 1.13497 -4.60683
35 H -1.24483 0.94276 -2.59822
36 H 0.08403 -0.34128 -2.46777
37 C 1.26560 -0.23451 -5.53840
38 C 1.63720 2.51900 -4.33316
39 C -0.87643 1.97587 -5.73286
40 C 2.57699 2.17120 -1.49292
41 Si 3.53679 2.14698 0.11150
42 H 2.65030 3.17682 -1.96719
43 H 3.09533 1.48901 -2.20534
44 C 5.24275 2.87730 -0.22694
45 C 3.78039 0.40588 0.76486
46 C 2.64981 3.18531 1.39321
47 H -0.34332 2.70584 -6.36058
48 H -1.62256 2.52576 -5.14360
49 H -1.39461 1.27079 -6.39590
50 H 2.21689 -0.46816 -5.04120
51 H 1.48362 0.10522 -6.56075
52 H 0.67739 -1.15759 -5.60273
53 H 2.62513 2.12951 -4.06045
54 H 1.31578 3.26253 -3.58517
55 H 1.72334 3.03778 -5.30104
56 H 3.51967 -0.34913 0.01289
57 H 3.15422 0.23187 1.64975
58 H 4.83863 0.27812 1.03647
59 H 1.91915 2.57914 1.95008
60 H 2.11657 4.01701 0.91080
61 H 3.38760 3.60136 2.09514
62 H 5.85168 2.89831 0.68685
63 H 5.15373 3.90264 -0.60962
64 H 5.76937 2.27871 -0.98284
65 F -3.94762 2.90441 0.16566
66 C -3.46820 1.70897 0.57394
67 F -4.04597 1.36810 1.74179
68 F -3.80907 0.77640 -0.35028
69 S -1.60937 1.78422 0.74472
70 O -1.10072 2.19962 -0.58441
71 O -1.30858 2.64909 1.85340
72 N -1.41220 0.21545 0.98030
73 S 0.11112 -0.27154 1.08587
74 O 0.65633 -0.61247 -0.23453
75 O 0.92867 0.50877 1.98575
76 C -0.22738 -1.89110 1.93980
77 F -0.68427 -1.70108 3.19148
78 F -1.14570 -2.60434 1.24675
79 F 0.92132 -2.60682 1.99343

Summary:
- net charge = +1
- calculated total energy (eV) = -121246.385
- expectation value of S² = 8.759
- 2S+1 = 6
- largest force on an atom (eV/Å) = 2.73
- relative energy (zero: lowest compared OMol25 entry of this formula, charge and spin) (kJ/mol) = 0.00
- HOMO level (alpha / beta) (eV) = -12.29 / -12.29

Atom charges from the Mulliken analysis, given in e for atoms 1 to 2: atom 1 (O): -0.1964, atom 2 (O): 0.0272